C9H26N5 | ωB97M-V/def2-TZVPD

The total charge is +1. Its HOMO-LUMO gap (alpha / beta) is 6.499 / 6.498 eV. The calculation puts the max |F| at 0.0391 hartree/bohr. The LUMO energy (alpha / beta) is -4.253 / -4.254 eV. For the energy, the calculation gives -631.96965 Eh. The calculation puts the HOMO energy (alpha / beta) at -10.8 / -10.8 eV.

Cartesian coordinates (Å):
C: 3.872 -4.499 -1.544
C: 4.194 0.208 -1.072
C: -3.391 0.385 -1.624
C: -3.097 3.189 1.839
C: -4.312 2.972 3.919
C: 3.758 -3.284 -0.626
C: 3.316 -0.486 -0.030
C: 1.130 -0.817 -1.039
C: -1.882 0.071 0.270
N: -0.730 -0.066 0.808
N: -2.098 0.133 -1.039
N: 2.563 -2.588 -0.938
N: 2.371 -1.384 -0.679
N: -3.070 2.745 3.213
H: 3.969 -4.184 -2.579
H: 4.748 -5.080 -1.273
H: 2.990 -5.123 -1.452
H: 3.593 0.823 -1.735
H: 4.913 0.847 -0.570
H: 4.738 -0.512 -1.677
H: -4.171 0.109 -0.918
H: -3.511 1.438 -1.888
H: -3.511 -0.215 -2.524
H: -3.339 4.255 1.733
H: -2.126 3.005 1.381
H: -3.858 2.619 1.304
H: -4.206 2.644 4.951
H: -4.616 4.029 3.915
H: -5.099 2.391 3.440
H: 3.683 -3.634 0.413
H: 4.657 -2.663 -0.704
H: 3.932 -1.049 0.672
H: 2.744 0.259 0.522
H: 0.604 -1.505 -1.696
H: 1.288 0.145 -1.521
H: -0.734 -0.127 1.817
H: 0.469 -0.597 -0.138
H: -1.305 0.152 -1.661
H: -2.797 0.137 0.866
H: -2.299 3.174 3.711

Mulliken atomic charges, in units of e:
1 C -1.32
2 C -0.97
3 C -0.90
4 C -0.88
5 C -0.84
6 C -0.28
7 C -0.72
8 C -1.05
9 C -0.04
10 N -0.59
11 N -0.14
12 N -0.55
13 N 0.96
14 N -0.31
15 H 0.34
16 H 0.40
17 H 0.35
18 H 0.35
19 H 0.37
20 H 0.31
21 H 0.35
22 H 0.29
23 H 0.33
24 H 0.38
25 H 0.28
26 H 0.26
27 H 0.31
28 H 0.31
29 H 0.27
30 H 0.36
31 H 0.36
32 H 0.42
33 H 0.35
34 H 0.40
35 H 0.30
36 H 0.18
37 H 0.58
38 H 0.14
39 H 0.40
40 H 0.23